[1]
Here is C38H55FN5O3PtSe as an isolated structure at a distorted geometry from the Open Molecules 2025 dataset. Energies are from ωB97M-V with the def2-TZVPD basis set.

Calculated values
Charge: +3
Kohn-Sham gap in eV: 7.160
Energy relative to the best compared isomer or geometry (same formula, charge and spin) in kcal per mole: 3.55

Element x y z (Å)
Pt: -0.7897 1.6268 0.9350
C: -0.1306 3.6669 0.6205
C: 1.0338 2.8466 0.7525
C: 0.9974 2.2694 2.1192
C: -0.2149 2.7530 2.7035
C: -0.9344 3.6102 1.8125
C: -2.1217 4.4550 2.1927
C: -1.6107 5.4233 3.2766
C: -3.2407 3.5783 2.7635
C: -2.6092 5.2657 0.9951
C: 1.9572 1.3957 2.9349
C: 3.3575 2.0303 2.9579
C: 1.4750 1.3415 4.3943
C: 1.9867 -0.0582 2.4390
C: 2.0873 2.8692 -0.3468
C: 1.3820 3.1127 -1.6956
C: 3.0000 4.0727 -0.0453
C: 2.9124 1.5928 -0.5045
H: -0.3925 4.2320 -0.2592
H: -0.5815 2.4588 3.6739
H: -1.2739 4.8889 4.1661
H: -2.4253 6.0833 3.5754
H: -0.7917 6.0453 2.9106
H: -2.9260 3.0557 3.6680
H: -3.5671 2.8241 2.0457
H: -4.0868 4.2108 3.0344
H: -1.8536 5.9777 0.6566
H: -3.4901 5.8427 1.2780
H: -2.8779 4.6209 0.1602
H: 3.3134 3.0633 3.3081
H: 3.8627 2.0149 1.9972
H: 3.9765 1.4739 3.6614
H: 1.4245 2.3329 4.8479
H: 2.1894 0.7572 4.9722
H: 0.5040 0.8505 4.4930
H: 2.2398 -0.1634 1.3904
H: 1.0122 -0.5238 2.6036
H: 2.7202 -0.6116 3.0266
H: 0.9482 4.1110 -1.7699
H: 0.6056 2.3579 -1.8705
H: 2.1158 3.0289 -2.4965
H: 2.4189 4.9910 0.0588
H: 3.6909 4.2082 -0.8779
H: 3.5871 3.9366 0.8601
H: 2.2776 0.7618 -0.8177
H: 3.4416 1.3038 0.3930
H: 3.6618 1.7621 -1.2779
C: -1.9365 -6.1017 0.6552
C: -0.8893 -5.3911 1.4950
N: -0.6644 -3.9980 1.0495
C: -1.2992 -3.0193 1.6849
C: -1.2114 -1.6772 1.3690
C: -2.0802 -0.7953 2.2220
O: -2.7701 -1.2952 3.0774
O: -2.1160 0.4964 1.9887
C: -0.3876 -1.2910 0.3007
O: -0.1574 -0.0900 -0.0815
C: 0.2716 -2.3558 -0.4311
C: 1.0762 -2.0696 -1.5429
C: 1.7146 -3.0649 -2.2152
F: 2.5025 -2.7186 -3.2489
C: 1.6015 -4.4289 -1.8527
C: 0.7889 -4.7081 -0.7635
C: 0.1352 -3.6971 -0.0459
N: 2.2397 -5.4621 -2.5450
C: 2.8276 -6.5811 -1.8221
C: 2.3956 -7.8895 -2.4845
N: 2.2897 -7.6587 -3.9779
C: 3.2716 -6.6191 -4.4339
C: 2.8658 -5.2616 -3.8556
H: -2.0682 -7.1185 1.0228
H: -1.6584 -6.1484 -0.3981
H: -2.8971 -5.5925 0.7284
H: 0.0713 -5.9037 1.4944
H: -1.2065 -5.3322 2.5334
H: -1.9342 -3.2992 2.5165
H: 1.2067 -1.0477 -1.8678
H: 0.6275 -5.7373 -0.4837
H: 2.5144 -6.5913 -0.7829
H: 3.9192 -6.4958 -1.8118
H: 1.4155 -8.2204 -2.1479
H: 3.1177 -8.6873 -2.3222
H: 1.3449 -7.3429 -4.2020
H: 2.4341 -8.5355 -4.4809
H: 3.2796 -6.5961 -5.5209
H: 4.2486 -6.9520 -4.0899
H: 2.1502 -4.7797 -4.5204
H: 3.7620 -4.6385 -3.8203
C: -5.4036 3.4365 -0.1785
N: -4.5084 3.6642 -1.3146
C: -4.7247 4.6253 -2.2684
C: -3.6965 4.5541 -3.1500
N: -2.8715 3.5448 -2.7236
C: -1.6551 3.1111 -3.4120
C: -3.3749 2.9961 -1.6077
Se: -2.7913 1.4496 -0.6965
H: -6.4057 3.7320 -0.4753
H: -5.0812 4.0332 0.6727
H: -5.3963 2.3847 0.0874
H: -5.5845 5.2716 -2.2438
H: -3.4888 5.1285 -4.0355
H: -1.6940 3.4721 -4.4351
H: -1.6092 2.0254 -3.4070
H: -0.7706 3.5199 -2.9172

Atomic partial charges in e from the Löwdin method, atoms 1 to 6: 1.338, -0.066, -0.176, -0.122, -0.046, -0.259

[2]
Here is a 8-piece molecular cluster, C38H55N3O21 overall at a distorted geometry from the Open Molecules 2025 dataset. Energies are from ωB97M-V with the def2-TZVPD basis set.

Calculated values
Kohn-Sham gap in eV: 8.982
Structure (SMILES): O=[N+]([O-])c1ccccc1.O=[N+]([O-])c1ccccc1.O=[N+]([O-])c1ccccc1.CCOC(=O)OC.CCOC(=O)OC.CCOC(=O)OC.CCOC(=O)OC.CCOC(=O)OC
Energy relative to the best compared isomer or geometry (same formula, charge and spin) in kcal per mole: 73.76

Element x y z (Å)
O: -1.8231 6.5918 -2.7798
N: -0.6637 6.7540 -3.3119
O: -0.4009 7.7527 -3.9204
C: 0.3066 5.6834 -3.1434
C: 0.1384 4.6672 -2.1921
C: 1.1248 3.6159 -2.0753
C: 2.2919 3.7878 -2.8046
C: 2.5295 4.8945 -3.5912
C: 1.5194 5.7648 -3.8304
H: -0.8113 4.5747 -1.6863
H: 1.0243 2.7048 -1.5041
H: 3.0280 3.0414 -2.5447
H: 3.4081 4.9436 -4.2173
H: 1.7134 6.5745 -4.5184
O: -2.7709 1.9600 0.5588
N: -1.5963 1.6505 0.3422
O: -0.7411 2.4091 0.4938
C: -1.3486 0.2362 0.0127
C: -2.3923 -0.7481 -0.1371
C: -2.0878 -2.0512 -0.4288
C: -0.7575 -2.4085 -0.5712
C: 0.2997 -1.5336 -0.2999
C: -0.0260 -0.2153 0.0541
H: -3.4400 -0.5265 0.0024
H: -2.8608 -2.7851 -0.6030
H: -0.5730 -3.4337 -0.8563
H: 1.3303 -1.8447 -0.3870
H: 0.7062 0.5426 0.2904
O: -1.5833 -4.9214 1.1420
N: -1.4707 -5.8200 1.9535
O: -1.6133 -7.0144 1.6692
C: -1.3321 -5.5200 3.3714
C: -1.3082 -4.1861 3.9179
C: -1.0621 -3.9738 5.2675
C: -0.9587 -5.0809 6.1640
C: -0.9912 -6.3388 5.7012
C: -1.0868 -6.5738 4.3334
H: -1.3175 -3.3840 3.1947
H: -1.1203 -3.0061 5.7435
H: -0.9537 -5.0368 7.2431
H: -0.8114 -7.2157 6.3055
H: -0.8329 -7.5593 3.9720
C: 6.9333 5.4711 -0.3527
C: 6.2368 5.6209 0.9462
O: 5.0036 4.9880 0.7031
C: 4.2287 4.4938 1.6956
O: 4.5536 4.4819 2.8513
O: 3.1215 4.1309 1.1870
C: 1.9855 3.6191 2.0451
H: 6.3149 5.6699 -1.2280
H: 7.3901 4.5211 -0.6302
H: 7.8103 6.1158 -0.2938
H: 6.1717 6.6828 1.1830
H: 6.8031 5.2038 1.7789
H: 1.0256 3.9976 1.6938
H: 1.9326 4.0205 3.0571
H: 1.8403 2.5620 1.8223
C: 1.8649 -5.1384 -1.0164
C: 1.9601 -4.9750 -2.5394
O: 3.2874 -4.9846 -2.8516
C: 3.7947 -6.1641 -3.2770
O: 3.2902 -7.2794 -3.3986
O: 5.1838 -5.8742 -3.6301
C: 6.0545 -6.8684 -4.0268
H: 2.8530 -5.1263 -0.5563
H: 1.4096 -6.0616 -0.6579
H: 1.3873 -4.2598 -0.5827
H: 1.7321 -3.9189 -2.6836
H: 1.3168 -5.5804 -3.1780
H: 7.0947 -6.5727 -4.1630
H: 5.6275 -7.3543 -4.9041
H: 6.0119 -7.6551 -3.2736
C: -4.2850 9.7186 0.1203
C: -4.1987 9.1171 1.5271
O: -3.2077 8.1136 1.5383
C: -3.5347 6.9247 1.0403
O: -4.5574 6.5698 0.4405
O: -2.5703 6.1929 1.3706
C: -2.4302 4.8699 0.9235
H: -4.6167 9.0483 -0.6726
H: -3.3668 10.1299 -0.2991
H: -4.9622 10.5707 0.1790
H: -5.1782 8.6810 1.7232
H: -4.1064 9.9029 2.2768
H: -2.3754 4.6692 -0.1464
H: -3.1934 4.1926 1.3068
H: -1.5778 4.4581 1.4639
C: -5.7368 -1.4433 -2.0894
C: -6.0618 -0.1120 -1.3698
O: -6.9658 0.6161 -2.1892
C: -6.6125 1.4577 -3.2032
O: -7.4347 2.0329 -3.9068
O: -5.3216 1.5569 -3.2318
C: -4.6855 2.6772 -3.8422
H: -4.7980 -1.4341 -2.6431
H: -6.5594 -1.7913 -2.7141
H: -5.3725 -2.2017 -1.3965
H: -5.1644 0.4458 -1.1020
H: -6.5554 -0.2744 -0.4117
H: -5.0863 3.6288 -3.4929
H: -4.8173 2.6669 -4.9242
H: -3.6077 2.7230 -3.6856
C: 2.9895 -8.6627 1.3759
C: 1.9426 -8.0414 2.2879
O: 1.6917 -6.6835 1.8937
C: 2.2769 -5.6519 2.6403
O: 3.0215 -5.7772 3.6721
O: 1.7052 -4.5363 2.1591
C: 1.7897 -3.2738 2.8942
H: 3.8772 -8.0621 1.1774
H: 2.4505 -8.8436 0.4460
H: 3.2587 -9.6224 1.8171
H: 2.3091 -8.0151 3.3141
H: 1.0523 -8.6357 2.4934
H: 1.2224 -2.4643 2.4349
H: 2.7907 -2.8580 2.7794
H: 1.6581 -3.3174 3.9754

Atomic partial charges in e from the Löwdin method, atoms 1 to 6: 0.024, -0.322, 0.101, -0.140, 0.039, -0.036

[3]
Here is a 8-piece molecular cluster, C38H56ClIN8O overall at a distorted geometry from the Open Molecules 2025 dataset. Energies are from ωB97M-V with the def2-TZVPD basis set.

Calculated values
Kohn-Sham gap in eV: 8.469
Structure (SMILES): CN[C@@H](COCC[C@@H](C)Cl)C[C@@H](C)I.c1cc[nH]c1.c1cc[nH]c1.c1cc[nH]c1.c1cc[nH]c1.c1cc[nH]c1.c1cc[nH]c1.c1cc[nH]c1

Element x y z (Å)
C: -1.0855 -6.2399 -0.9007
N: 0.0114 -6.5091 0.1118
C: -0.4528 -6.2467 1.5418
C: -1.0487 -4.7416 1.7951
O: -0.1957 -4.1207 2.8492
C: -0.6542 -2.7621 3.1767
C: -0.3135 -1.6200 2.0512
C: -1.6301 -0.6676 1.6586
C: -1.2424 0.2498 0.3369
Cl: -3.1558 -1.6518 1.2771
C: -1.4531 -7.4758 1.9569
C: -2.4247 -7.1834 3.2442
C: -3.9214 -6.8000 2.6038
I: -2.7669 -9.0915 4.3458
H: -2.1546 -6.1272 -0.3822
H: -1.1044 -7.0386 -1.7555
H: -0.8553 -5.1673 -1.3710
H: 0.8655 -5.9329 -0.1010
H: 0.5244 -6.3699 2.2156
H: -2.1949 -4.6869 2.0226
H: -0.8782 -4.0621 0.8280
H: -1.7979 -2.7910 3.4995
H: -0.0703 -2.4414 4.1672
H: 0.5233 -0.8574 2.4228
H: 0.1252 -2.1445 1.1009
H: -1.8695 0.0707 2.5465
H: -0.3036 0.9515 0.5478
H: -0.9921 -0.4828 -0.5683
H: -2.1866 0.9218 0.0562
H: -2.1311 -7.8845 1.0952
H: -0.7489 -8.3860 2.2749
H: -2.0531 -6.3451 3.9713
H: -3.6709 -6.3199 1.5403
H: -4.5468 -7.7755 2.3560
H: -4.5030 -6.0099 3.2415
C: 2.7875 1.2334 -2.2453
C: 2.0027 2.1573 -2.9760
C: 0.9320 1.4652 -3.4963
N: 1.0459 0.1553 -3.1091
C: 2.1714 0.0057 -2.3413
H: 3.7025 1.4415 -1.7062
H: 2.1972 3.2138 -3.1079
H: 0.1018 1.7915 -4.1084
H: 0.4000 -0.5848 -3.3513
H: 2.4377 -0.9594 -1.9315
C: 0.7556 7.3686 -2.0038
C: 2.1038 7.1161 -1.6548
C: 2.6698 6.4063 -2.6900
N: 1.7090 6.2175 -3.6492
C: 0.5400 6.8056 -3.2419
H: 0.0215 7.9043 -1.4161
H: 2.6077 7.4200 -0.7464
H: 3.6709 6.0192 -2.8253
H: 1.8423 5.7225 -4.5215
H: -0.3433 6.7719 -3.8655
C: 2.6211 -3.1239 7.3352
C: 3.0925 -4.4569 7.3980
C: 2.5126 -5.1468 6.3570
N: 1.7042 -4.2780 5.6712
C: 1.7683 -3.0406 6.2572
H: 2.8770 -2.3119 8.0034
H: 3.7813 -4.8691 8.1240
H: 2.6048 -6.1793 6.0471
H: 1.1482 -4.5130 4.8592
H: 1.2019 -2.2095 5.8590
C: 3.7660 5.8689 -8.6430
C: 4.2797 5.1333 -7.5484
C: 3.2056 4.5985 -6.8730
N: 2.0617 4.9896 -7.5189
C: 2.3939 5.7600 -8.6027
H: 4.3355 6.4177 -9.3818
H: 5.3211 5.0067 -7.2819
H: 3.1575 3.9759 -5.9896
H: 1.1200 4.7468 -7.2400
H: 1.6275 6.1651 -9.2498
C: 4.7280 -2.4924 0.9039
C: 3.8766 -2.8998 -0.1508
C: 2.6408 -3.1617 0.3971
N: 2.7180 -2.9311 1.7460
C: 3.9856 -2.5173 2.0633
H: 5.7698 -2.2100 0.8259
H: 4.1367 -2.9917 -1.1974
H: 1.7159 -3.4927 -0.0560
H: 1.9583 -3.0472 2.4040
H: 4.2505 -2.2781 3.0845
C: -5.0223 1.3073 6.0905
C: -3.6740 1.0549 6.4395
C: -3.1080 0.3451 5.4042
N: -4.0688 0.1563 4.4450
C: -5.2379 0.7444 4.8524
H: -5.7564 1.8431 6.6782
H: -3.1701 1.3588 7.3478
H: -2.1069 -0.0420 5.2690
H: -3.9356 -0.3388 3.5728
H: -6.1211 0.7107 4.2288
C: -3.9915 8.2868 -6.0683
C: -2.7540 8.9348 -6.2964
C: -2.0442 8.8908 -5.1174
N: -2.8119 8.2432 -4.1847
C: -3.9989 7.8663 -4.7571
H: -4.7905 8.1413 -6.7837
H: -2.4167 9.3845 -7.2213
H: -1.0616 9.2650 -4.8626
H: -2.5439 8.0697 -3.2246
H: -4.7458 7.3341 -4.1834

Atomic partial charges in e from the Löwdin method, atoms 1 to 6: -0.148, -0.124, -0.282, -0.144, -0.255, -0.213

[4]
Here is C38H56MnN5O4S as an isolated structure at a distorted geometry from the Open Molecules 2025 dataset. Energies are from ωB97M-V with the def2-TZVPD basis set.

Calculated values
Charge: -1
2S+1: 6
Kohn-Sham gap (alpha / beta) in eV: 5.980 / 5.711
Energy relative to the best compared isomer or geometry (same formula, charge and spin) in kcal per mole: 46.52

Element x y z (Å)
Mn: 0.5728 -0.4296 -0.0426
C: 2.0809 6.1639 -2.1144
C: 0.6613 5.8212 -2.5765
C: -0.2545 6.9911 -2.1842
C: 0.6753 5.6794 -4.1078
C: 0.1434 4.5179 -1.9766
C: 0.8785 3.7251 -1.1179
C: 0.3859 2.4801 -0.6929
N: 0.9300 1.5860 0.1415
C: 1.9565 1.5931 1.0248
C: 3.0989 2.3913 1.0600
C: 4.1144 2.1288 1.9675
C: 3.9460 1.0754 2.8648
C: 2.8275 0.2522 2.9072
C: 1.7920 0.5117 1.9870
O: 0.6652 -0.1324 1.9526
C: 2.8444 -0.9437 3.8578
C: 4.0645 -1.8133 3.5082
C: 2.9462 -0.4538 5.3118
C: 1.6162 -1.8502 3.7466
C: 5.4469 2.8690 1.9429
C: 5.7109 3.5659 3.2856
C: 5.4976 3.9326 0.8428
C: 6.5628 1.8491 1.6688
C: -0.9164 2.0083 -1.1627
O: -1.2820 0.8363 -0.7965
C: -1.6945 2.8767 -1.9697
C: -1.1328 4.0809 -2.3496
C: -3.0920 2.5542 -2.5031
C: -4.0612 3.6789 -2.1008
C: -3.0238 2.4449 -4.0366
C: -3.6784 1.2426 -1.9757
H: 2.4215 7.0740 -2.6092
H: 2.7750 5.3650 -2.3644
H: 2.1077 6.3350 -1.0395
H: 0.1213 7.9210 -2.6107
H: -0.2912 7.0989 -1.1018
H: -1.2690 6.8414 -2.5444
H: 1.0680 6.5827 -4.5750
H: -0.3261 5.5047 -4.4929
H: 1.2983 4.8359 -4.3968
H: 1.8523 4.0409 -0.7873
H: 3.2180 3.1566 0.3139
H: 4.7497 0.8677 3.5555
H: 5.0040 -1.3091 3.7241
H: 4.0362 -2.0617 2.4491
H: 4.0401 -2.7412 4.0782
H: 3.8447 0.1363 5.4772
H: 2.9706 -1.3062 5.9900
H: 2.0864 0.1647 5.5635
H: 1.5168 -2.2359 2.7340
H: 0.7032 -1.3182 3.9962
H: 1.7291 -2.6930 4.4307
H: 4.9357 4.2997 3.4978
H: 6.6694 4.0825 3.2483
H: 5.7403 2.8566 4.1088
H: 4.7477 4.7027 1.0124
H: 5.3320 3.4805 -0.1317
H: 6.4762 4.4114 0.8327
H: 6.6386 1.1233 2.4737
H: 7.5251 2.3506 1.5675
H: 6.3472 1.3073 0.7510
H: -1.7155 4.7176 -2.9980
H: -3.7290 4.6508 -2.4562
H: -4.1376 3.7329 -1.0161
H: -5.0505 3.4851 -2.5149
H: -2.7987 3.4051 -4.4969
H: -3.9759 2.0917 -4.4332
H: -2.2499 1.7345 -4.3213
H: -3.7547 1.2659 -0.8915
H: -3.0512 0.4096 -2.2721
H: -4.6751 1.0951 -2.3960
C: -4.5644 -3.3515 -1.0393
C: -3.5196 -2.8791 -1.9776
N: -3.4734 -3.1388 -3.2498
N: -2.3485 -2.5295 -3.6906
C: -1.6557 -1.9181 -2.6915
S: -0.2273 -1.1129 -2.8640
N: -2.4444 -2.1315 -1.5810
N: -2.1679 -1.6718 -0.3181
H: -5.3615 -3.8189 -1.6089
H: -4.9701 -2.5189 -0.4644
H: -4.1456 -4.0848 -0.3488
H: -2.0683 -2.5588 -4.6542
H: -2.6929 -2.1576 0.3957
H: -2.1939 -0.6502 -0.2589
O: 3.8851 -1.9175 -1.9166
C: 3.5330 -1.1061 -1.0854
O: 2.4153 -0.5483 -0.9313
H: 4.3054 -0.7485 -0.3245
C: 0.2618 -5.8445 0.4844
C: 1.3699 -4.8722 0.0596
C: 2.5891 -5.0559 0.9741
C: 1.7850 -5.1462 -1.3916
C: 0.8901 -3.4922 0.1450
C: 0.5191 -2.3332 0.1369
H: 0.6185 -6.8708 0.4087
H: -0.6115 -5.7356 -0.1561
H: -0.0353 -5.6512 1.5133
H: 2.9600 -6.0794 0.8984
H: 2.3253 -4.8553 2.0107
H: 3.3857 -4.3742 0.6838
H: 2.2314 -6.1382 -1.4753
H: 2.5037 -4.3977 -1.7201
H: 0.9189 -5.0964 -2.0488

Atomic partial charges in e from the Löwdin method, atoms 1 to 6: 0.904, -0.069, -0.555, -0.050, -0.047, -0.176

Q: Which electronic energy values were calculated for the entries above? A: -4600.2927, -3224.8548, -2752.4910, -3605.5445, in a.u..
Q: Which molar mass values were calculated for the entries above? A: 922.9, 889.9, 803.3, 733.9, in g mol⁻¹.